# 1
A 8-piece molecular cluster, C12H44BNO11 overall in a non-equilibrium geometry, computed with ωB97M-V/def2-TZVPD.

Last column: Löwdin charge in e.
Positions of all 69 atoms, in Å:
N  -0.33  -0.33  -0.14  0.287
H  -0.36  0.35  -0.89  0.084
H  -1.24  -0.79  -0.17  0.072
H  -0.30  0.20  0.73  0.038
H  0.46  -0.94  -0.28  0.070
B  0.07  1.65  2.08  -0.341
H  0.86  1.23  1.46  -0.041
H  -0.85  1.11  1.83  -0.019
H  0.25  1.47  3.14  0.010
H  0.02  2.72  1.85  0.010
C  0.00  -2.41  -2.66  -0.053
C  0.72  -3.30  -1.60  -0.271
O  0.40  -2.97  -0.25  -0.098
H  0.50  -2.52  -3.62  0.080
H  0.08  -1.35  -2.42  0.039
H  -1.05  -2.70  -2.75  0.069
H  1.80  -3.26  -1.72  0.102
H  0.44  -4.32  -1.88  0.103
H  0.63  -3.64  0.40  0.098
C  0.36  1.68  -3.82  -0.198
C  -0.83  2.13  -3.03  -0.256
O  -1.45  1.04  -2.42  -0.065
O  1.41  1.03  -3.04  -0.093
H  0.86  2.51  -4.32  0.119
H  0.04  0.90  -4.52  0.120
H  -1.53  2.69  -3.65  0.128
H  -0.46  2.82  -2.26  0.112
H  -2.34  1.37  -2.29  0.096
H  1.59  1.59  -2.28  0.017
C  -1.49  -1.08  4.18  -0.256
C  -2.61  -0.36  3.49  -0.239
O  -2.47  1.07  3.64  -0.095
O  -0.31  -0.94  3.44  -0.075
H  -1.85  -2.10  4.22  0.115
H  -1.35  -0.64  5.17  0.127
H  -3.61  -0.54  3.87  0.118
H  -2.59  -0.55  2.42  0.097
H  -1.69  1.37  3.17  -0.005
H  -0.19  0.01  3.40  0.000
C  2.99  3.78  -1.58  -0.206
C  2.53  3.06  -0.30  -0.192
O  1.33  2.36  -0.58  -0.130
O  3.79  2.96  -2.46  -0.082
H  3.70  4.58  -1.39  0.113
H  2.17  4.26  -2.12  0.116
H  2.27  3.84  0.42  0.130
H  3.27  2.36  0.08  0.119
H  1.08  2.05  0.30  -0.007
H  4.18  3.57  -3.10  0.078
C  -4.36  -2.68  0.83  -0.201
C  -3.52  -2.43  -0.49  -0.189
O  -2.91  -1.16  -0.47  -0.092
O  -5.58  -1.93  0.80  -0.070
H  -3.79  -2.42  1.72  0.099
H  -4.60  -3.74  0.88  0.110
H  -4.09  -2.55  -1.41  0.123
H  -2.70  -3.14  -0.64  0.109
H  -3.48  -0.56  -0.95  0.101
H  -6.04  -2.02  1.63  0.084
C  3.23  -0.71  1.92  -0.225
C  3.60  -0.63  0.47  -0.225
O  2.48  -0.36  -0.38  -0.083
O  3.02  0.55  2.55  -0.068
H  3.96  -1.21  2.56  0.125
H  2.31  -1.29  2.04  0.114
H  4.00  -1.56  0.05  0.116
H  4.42  0.06  0.31  0.121
H  2.83  -0.28  -1.27  0.090
H  2.30  1.02  2.12  0.017

Calculated values
Total charge: 0
HOMO-LUMO gap: 9.26 eV
DFT total energy: -37841.14192 eV
Energy relative to the best compared isomer or geometry (same formula, charge and spin): 0.0000 eV
Lowest unoccupied orbital energy: 0.007 Ha

# 2
A 2-piece molecular cluster, C11H12FNO3 overall in a non-equilibrium geometry, computed with ωB97M-V/def2-TZVPD.

Last column: Löwdin charge in e.
Positions of all 28 atoms, in Å:
C  -0.11  -0.30  -1.95  0.032
C  -0.67  -1.56  -1.31  -0.330
F  -1.64  -1.25  -0.36  0.021
C  -1.36  -2.66  -2.13  -0.299
O  -1.44  -2.83  -3.32  0.144
C  -1.74  -3.69  -1.06  -0.081
C  -0.50  -4.55  -1.00  -0.075
O  0.67  -3.65  -0.60  0.036
C  0.55  -2.31  -0.59  -0.380
O  1.34  -1.57  -0.04  0.123
H  0.97  -0.39  -1.80  0.084
H  -0.31  -0.29  -3.02  0.089
H  -0.41  0.64  -1.49  0.097
H  -1.85  -3.24  -0.07  0.128
H  -2.61  -4.31  -1.25  0.136
H  -0.46  -5.35  -0.25  0.133
H  -0.25  -4.96  -1.98  0.132
C  0.76  4.80  2.72  -0.089
C  -0.19  3.78  2.76  -0.075
C  0.08  2.60  2.03  -0.140
N  1.21  2.50  1.32  0.033
C  1.99  3.53  1.07  -0.161
C  1.83  4.73  1.81  -0.065
H  0.63  5.70  3.31  0.100
H  -1.11  3.88  3.31  0.095
H  -0.64  1.78  2.00  0.105
H  2.72  3.41  0.26  0.108
H  2.53  5.55  1.62  0.098

Calculated values
Total charge: 0
HOMO-LUMO gap: 9.89 eV
DFT total energy: -21949.98507 eV
SMILES: C[C@@]1(F)C(=O)CCOC1=O.c1ccncc1
Lowest unoccupied orbital energy: 0.022 Ha

# 3
C6H8 as an isolated structure in a non-equilibrium geometry, computed with ωB97M-V/def2-TZVPD.

Last column: Löwdin charge in e.
Positions of all 14 atoms, in Å:
C  1.92  -0.32  -0.39  -0.145
C  1.95  0.38  -1.49  0.151
C  -0.22  1.24  0.55  -0.079
C  -0.85  0.05  -0.17  -0.297
C  0.59  0.24  -0.16  -0.238
C  -1.43  -1.09  0.64  -0.069
H  2.54  -1.02  0.14  0.079
H  2.20  0.89  -2.38  0.045
H  -0.36  2.22  0.12  0.100
H  -0.20  1.24  1.64  0.100
H  -1.43  0.30  -1.06  0.132
H  -0.73  -1.37  1.43  0.078
H  -1.60  -1.96  0.01  0.071
H  -2.37  -0.80  1.10  0.072

Calculated values
Total charge: 0
HOMO-LUMO gap: 9.43 eV
DFT total energy: -6346.61724 eV
Energy relative to the best compared isomer or geometry (same formula, charge and spin): 4.1666 eV
Lowest unoccupied orbital energy: 0.044 Ha

# 4
C40H42AsF38O9S3 as an isolated structure in a non-equilibrium geometry, computed with ωB97M-V/def2-TZVPD.

Last column: Löwdin charge in e.
Positions of all 133 atoms, in Å:
As  -0.76  -1.03  0.23  1.027
F  -1.26  -2.74  0.22  -0.284
F  -0.84  -0.96  -1.56  -0.285
F  -0.49  0.81  0.29  -0.295
F  -0.64  -1.23  2.14  -0.340
F  1.01  -1.43  0.03  -0.292
F  -2.51  -0.63  0.38  -0.285
C  2.59  -0.73  -3.64  -0.037
C  2.92  -2.01  -2.76  -0.480
C  4.02  -1.69  -1.70  -0.324
F  4.15  -2.69  -0.86  0.133
F  5.19  -1.51  -2.37  0.087
F  1.76  -2.44  -2.24  0.108
F  3.31  -2.84  -3.65  0.169
O  2.57  0.48  -2.87  0.020
C  1.79  1.49  -3.40  -0.555
C  2.25  2.86  -2.80  -0.314
F  1.59  3.96  -3.24  0.094
F  2.27  3.01  -1.49  0.137
F  1.92  1.50  -4.73  0.159
F  0.53  1.28  -3.04  0.166
H  1.67  -0.93  -4.19  0.127
H  3.34  -0.57  -4.41  0.141
H  3.89  -0.78  -1.13  0.169
H  3.26  2.89  -3.18  0.162
C  -1.55  -1.56  -5.31  -0.085
C  -2.99  -1.45  -4.81  -0.441
C  -3.50  -2.66  -4.04  -0.289
F  -4.44  -2.37  -3.08  0.084
F  -4.00  -3.55  -4.90  0.088
F  -2.75  -0.51  -3.88  0.104
F  -3.84  -0.95  -5.73  0.146
O  -1.25  -2.58  -6.22  -0.017
C  0.02  -2.59  -6.96  -0.453
C  -0.38  -3.22  -8.24  -0.307
F  -1.31  -2.50  -8.88  0.117
F  0.68  -3.34  -9.07  0.085
F  0.44  -1.29  -7.11  0.141
F  0.95  -3.27  -6.28  0.162
H  -0.85  -1.54  -4.47  0.140
H  -1.43  -0.63  -5.86  0.145
H  -2.84  -3.31  -3.47  0.139
H  -0.70  -4.27  -8.25  0.179
C  1.03  1.59  5.82  -0.005
C  1.98  0.37  6.08  -0.414
C  1.36  -0.94  6.65  -0.350
F  2.22  -1.86  6.98  0.123
F  0.53  -0.54  7.64  0.098
F  2.73  0.15  5.01  0.135
F  2.74  0.93  7.08  0.080
O  -0.06  1.24  4.88  -0.015
C  -1.43  1.49  5.23  -0.552
C  -2.42  1.52  3.98  -0.364
F  -3.63  1.80  4.20  0.187
F  -2.02  2.32  2.98  0.096
F  -1.76  0.49  6.05  0.143
F  -1.48  2.56  5.92  0.199
H  1.51  2.45  5.35  0.136
H  0.58  1.90  6.76  0.132
H  0.70  -1.39  5.92  0.162
H  -2.31  0.49  3.62  0.158
C  -5.01  2.60  -3.77  -0.026
C  -6.46  2.07  -4.16  -0.410
C  -7.57  2.79  -3.22  -0.312
F  -7.33  4.07  -2.92  0.086
F  -8.84  2.83  -3.58  0.091
F  -6.59  2.34  -5.50  0.095
F  -6.56  0.77  -4.05  0.152
O  -4.68  2.29  -2.36  0.001
C  -3.52  2.98  -1.85  -0.422
C  -3.07  2.41  -0.52  -0.298
F  -2.07  3.08  0.19  0.065
F  -4.13  2.13  0.25  0.125
F  -2.48  3.13  -2.76  0.114
F  -4.01  4.24  -1.60  0.104
H  -4.93  3.68  -3.93  0.134
H  -4.31  2.09  -4.43  0.129
H  -7.64  2.36  -2.22  0.166
H  -2.65  1.47  -0.87  0.138
C  0.70  -3.74  3.43  -0.273
S  2.36  -3.65  4.19  0.843
O  2.87  -4.99  3.62  -0.592
C  2.99  -2.32  3.02  -0.223
H  0.19  -4.65  3.73  0.048
H  0.86  -3.66  2.35  0.039
H  -0.03  -2.93  3.54  0.022
H  2.55  -1.34  3.19  0.036
H  2.78  -2.74  2.04  0.038
H  4.05  -2.32  3.28  0.043
C  0.01  -4.81  -2.64  -0.227
S  -1.34  -6.07  -2.90  0.897
O  -2.65  -5.39  -2.47  -0.570
C  -1.51  -5.82  -4.68  -0.276
H  -0.14  -4.21  -1.74  0.041
H  0.01  -4.08  -3.45  0.022
H  1.04  -5.18  -2.66  0.052
H  -2.50  -6.08  -5.05  0.058
H  -0.81  -6.42  -5.27  0.050
H  -1.47  -4.76  -4.93  0.019
C  -3.68  -3.92  3.02  -0.276
S  -4.36  -5.23  1.95  0.845
O  -5.69  -4.69  1.39  -0.601
C  -3.32  -4.97  0.45  -0.270
H  -2.63  -4.09  3.27  0.033
H  -4.27  -3.94  3.93  0.038
H  -3.71  -2.89  2.66  0.057
H  -3.56  -5.73  -0.29  0.024
H  -2.27  -5.00  0.76  0.037
H  -3.62  -4.03  -0.03  0.056
C  0.97  3.99  2.38  -0.007
C  1.74  2.83  2.05  -0.059
C  3.01  2.59  2.40  -0.024
C  3.69  3.66  3.01  -0.066
C  3.09  4.99  3.08  -0.060
C  1.73  5.10  2.73  -0.011
C  3.79  6.21  3.57  -0.329
O  3.36  7.28  3.43  0.146
C  5.17  5.96  4.24  -0.071
C  5.86  7.01  4.84  -0.026
C  6.99  6.79  5.66  -0.049
C  7.61  5.50  5.60  -0.060
C  7.01  4.45  4.89  0.002
C  5.76  4.68  4.23  -0.069
C  5.06  3.48  3.58  -0.250
O  5.64  2.39  3.40  0.067
H  -0.06  4.17  2.13  0.103
H  1.32  2.07  1.40  0.097
H  3.43  1.61  2.26  0.124
H  1.27  6.08  2.70  0.116
H  5.41  7.99  4.86  0.110
H  7.25  7.60  6.33  0.097
H  8.50  5.39  6.19  0.092
H  7.31  3.42  5.04  0.110

Calculated values
Total charge: -1
HOMO-LUMO gap: 7.02 eV
DFT total energy: -257197.13369 eV
Lowest unoccupied orbital energy: 0.017 Ha

# 5
C5H10N2O as an isolated structure in a non-equilibrium geometry, computed with ωB97M-V/def2-TZVPD.

Last column: Löwdin charge in e.
Positions of all 18 atoms, in Å:
C  2.24  1.14  -0.26  -0.083
C  -1.55  1.12  -0.15  -0.090
C  -1.46  -1.88  -0.07  -0.058
N  1.03  0.72  0.44  -0.032
C  0.92  -1.22  0.50  -0.263
C  -0.26  -0.99  -0.11  -0.326
N  -0.30  0.39  -0.45  -0.085
O  1.86  -1.93  0.77  0.069
H  0.73  1.42  1.12  0.129
H  3.05  1.26  0.46  0.093
H  2.09  2.06  -0.83  0.078
H  2.57  0.35  -0.95  0.089
H  -1.93  0.93  0.86  0.080
H  -2.31  0.79  -0.87  0.089
H  -1.38  2.19  -0.28  0.077
H  -1.98  -1.90  -1.04  0.075
H  -1.15  -2.89  0.18  0.086
H  -2.19  -1.56  0.68  0.071

Calculated values
Total charge: 0
HOMO-LUMO gap: 7.71 eV
DFT total energy: -10371.17065 eV
Energy relative to the best compared isomer or geometry (same formula, charge and spin): 4.1346 eV
Lowest unoccupied orbital energy: 0.030 Ha

# 6
A 2-piece molecular cluster, C6H3F3N2 overall in a non-equilibrium geometry, computed with ωB97M-V/def2-TZVPD.

Last column: Löwdin charge in e.
Positions of all 14 atoms, in Å:
C  -2.59  0.24  0.21  -0.231
C  -1.19  0.66  2.20  -0.289
C  0.18  0.30  0.03  0.165
C  0.89  -0.15  -1.14  0.025
C  -1.60  1.00  0.93  -0.130
C  0.19  -0.04  -2.46  -0.615
N  -3.36  -0.46  -0.28  0.188
N  -0.76  0.30  3.19  0.211
F  1.08  -0.14  -3.47  0.130
F  -0.64  -1.13  -2.56  0.095
F  -0.65  1.02  -2.62  0.128
H  -1.82  2.07  0.82  0.141
H  0.74  0.38  1.00  0.065
H  1.82  -0.69  -1.05  0.119

Calculated values
Total charge: 0
HOMO-LUMO gap (alpha / beta): 9.68 / 9.68 eV
DFT total energy: -17398.66074 eV
Lowest unoccupied orbital energy (alpha / beta): -0.055 / -0.055 Ha